Molecular formula: C3H9NO
Method: DFT, wB97M-V/def2-TZVPD

The energy relative to the best compared isomer or geometry (same formula, charge and spin) comes out at 26.41 kcal per mole. The SMILES is C[C@@H](O)CN. For the HOMO energy, the calculation gives -9.54 eV. Its LUMO energy is 0.035 hartree. The frontier orbital gap comes out at 10.488 eV.

CARTESIAN COORDINATES (ANGSTROEM)
1 H -1.716 0.254 1.755
2 C -0.376 -0.688 0.542
3 H 0.461 -1.360 0.714
4 H 1.955 0.981 -1.299
5 H 0.976 0.034 -2.201
6 H -1.571 1.178 -0.616
7 C 1.370 0.059 -1.179
8 H -1.024 -0.957 2.519
9 N -0.830 -0.231 1.852
10 H 1.994 -0.795 -0.968
11 H -1.129 -1.206 -0.054
12 H 0.520 1.253 0.407
13 C 0.186 0.483 -0.293
14 O -0.816 0.995 -1.180

Results of the natural (NBO) charge analysis, in e, for atoms 1 through 6: number 1, H, carries 0.340; number 2, C, carries -0.246; number 3, H, carries 0.191; number 4, H, carries 0.216; number 5, H, carries 0.230; number 6, H, carries 0.459



Molecular formula: C12AlB3O24
Method: DFT, wB97M-V/def2-TZVPD

The energy relative to the best compared isomer or geometry (same formula, charge and spin) comes out at 15.14 kcal per mole. For the HOMO energy, the calculation gives -10.68 eV. Its LUMO energy is -0.308 hartree. The frontier orbital gap comes out at 2.291 eV.

CARTESIAN COORDINATES (ANGSTROEM)
1 B 1.013 -2.390 1.002
2 O 3.061 0.746 2.574
3 B 0.058 2.279 1.715
4 O 0.418 -1.640 2.189
5 C 2.102 1.329 2.073
6 O 0.479 -0.726 -3.167
7 O -3.455 -0.370 -0.737
8 O -1.355 0.038 -1.559
9 O 3.669 -0.978 -0.872
10 O 2.145 -3.263 1.328
11 C 3.194 -2.861 0.597
12 O -3.321 1.587 2.089
13 O -0.188 -3.146 0.541
14 O -0.435 3.604 2.167
15 C 2.013 1.830 0.590
16 O -1.683 -1.242 3.018
17 O 2.794 1.741 -0.337
18 C 1.129 1.455 -3.465
19 O 1.996 2.366 -3.497
20 O -2.412 4.334 3.082
21 O 2.721 -0.439 -3.409
22 O 1.543 -1.437 0.041
23 O 4.336 -3.380 0.533
24 C -2.621 -0.293 -1.676
25 O -1.739 -0.247 -3.812
26 C 1.543 -0.041 -3.237
27 C -2.867 -0.550 -3.174
28 B -0.686 0.213 -2.915
29 O 0.906 2.422 0.475
30 C -0.866 -1.770 2.248
31 C -2.193 2.117 2.032
32 O -3.819 -0.967 -3.792
33 C 2.878 -1.584 -0.158
34 C -1.725 3.548 2.519
35 O 0.934 1.555 2.655
36 O -0.144 1.577 -3.162
37 C -1.296 -2.774 1.162
38 Al -4.484 -1.113 1.951
39 O -1.159 1.528 1.506
40 O -2.483 -3.056 0.881

Results of the natural (NBO) charge analysis, in e, for atoms 1 through 6: number 1, B, carries 1.178; number 2, O, carries -0.397; number 3, B, carries 1.166; number 4, O, carries -0.630; number 5, C, carries 0.702; number 6, O, carries -0.533



Molecular formula: C45H43GdN4O5SSi
Method: DFT, wB97M-V/def2-TZVPD

The energy relative to the best compared isomer or geometry (same formula, charge and spin) comes out at 20.54 kcal per mole. As for the spin multiplicity: 8. For the HOMO energy (alpha / beta), the calculation gives -7.76 / -7.78 eV. Its LUMO energy (alpha / beta) is -0.056 / -0.021 hartree. The frontier orbital gap (alpha / beta) comes out at 6.226 / 7.213 eV.

CARTESIAN COORDINATES (ANGSTROEM)
1 C 2.597 -0.708 -4.223
2 H -2.419 3.191 -1.849
3 H -0.040 -4.715 -2.310
4 H 3.065 -0.349 -5.153
5 H 0.455 -2.199 4.513
6 C 0.507 4.785 -1.292
7 H -1.569 5.320 -1.334
8 H 0.806 5.833 -1.211
9 H 0.685 -4.281 -0.131
10 H -3.800 6.770 0.611
11 C -1.354 3.293 -1.780
12 C 4.555 -3.144 1.495
13 H 3.717 -0.597 4.527
14 H -2.932 -4.723 -3.729
15 H 4.205 -2.130 -3.776
16 N -0.002 2.877 2.338
17 H 4.866 3.064 2.618
18 C -1.972 -1.830 -3.203
19 C -0.682 6.880 1.966
20 H 0.219 7.453 2.190
21 C 3.797 -4.236 1.806
22 H 2.352 3.402 2.040
23 C 3.383 0.294 4.024
24 H 1.830 -4.980 2.229
25 H -2.690 0.066 -5.016
26 H -1.057 0.499 -4.766
27 H 2.143 -2.174 3.987
28 H 4.465 -0.979 1.110
29 H 4.074 -5.229 1.904
30 H -3.422 1.152 -1.920
31 C -1.907 7.327 1.427
32 C -2.350 2.257 1.687
33 N 2.552 -1.802 1.434
34 O -2.331 0.947 1.834
35 O -0.431 -4.567 3.380
36 H 0.313 5.130 2.614
37 C -2.866 6.458 1.051
38 H -3.511 -6.129 -3.086
39 C 0.913 -0.455 -2.513
40 C -0.824 4.575 -1.479
41 C 3.888 -1.925 1.333
42 C -2.131 -0.277 -2.936
43 H -2.773 -2.395 -3.662
44 C -0.524 5.480 2.176
45 O -0.934 -0.115 -0.331
46 Gd -0.567 -0.492 1.758
47 C 1.810 -2.913 1.742
48 H 1.532 1.650 -1.868
49 C -1.270 3.105 1.907
50 C -3.576 2.779 1.112
51 H -1.682 -2.403 -2.320
52 C 1.400 -1.639 4.482
53 H -4.678 4.397 0.477
54 N 0.424 1.730 2.382
55 H 2.441 3.911 -1.556
56 H 5.398 0.982 3.968
57 O 1.114 -0.473 3.708
58 H -4.084 -5.473 -0.683
59 H -1.804 -6.140 -3.604
60 C 2.587 -2.181 -2.329
61 C 2.432 -4.122 1.937
62 H -1.955 8.403 1.280
63 C 4.071 2.352 2.918
64 C -2.580 -4.765 0.659
65 H -3.417 -0.433 -1.094
66 H -1.146 -2.007 -3.871
67 H -3.356 -4.588 1.419
68 H 3.070 -3.069 -1.759
69 C -2.152 -5.161 -1.676
70 C -3.720 4.080 0.854
71 C 3.214 -1.743 -3.519
72 C 1.380 3.726 -1.504
73 H 1.614 -1.275 5.491
74 C 2.090 0.468 3.623
75 C -0.477 2.181 -1.887
76 C -2.055 0.477 -4.255
77 Si -0.656 0.314 -1.798
78 H 1.169 0.826 -4.194
79 H 0.971 -1.968 -0.966
80 C -0.332 -4.567 -0.221
81 C 0.856 2.484 -1.716
82 C -2.710 5.076 1.288
83 C -1.539 4.586 1.828
84 O -1.770 -2.689 2.604
85 C -0.796 -4.776 -1.485
86 C -2.580 -5.521 -3.107
87 C 1.453 -0.134 -3.758
88 H 5.666 -3.326 1.332
89 C -3.397 0.057 -2.080
90 N 0.461 -2.689 1.776
91 C 2.717 2.581 2.615
92 H -4.360 -0.180 -2.517
93 C -1.227 -4.446 0.821
94 C 1.404 -1.626 -1.897
95 S -0.662 -3.664 2.289
96 C 1.764 1.602 2.882
97 H -4.283 2.007 0.845
98 H -2.387 1.572 -4.052
99 C -3.030 -5.214 -0.570
100 C 4.347 1.223 3.697

Results of the Mulliken charge analysis, in e, for atoms 1 through 6: number 1, C, carries -0.675; number 2, H, carries 0.260; number 3, H, carries 0.254; number 4, H, carries 0.372; number 5, H, carries 0.092; number 6, C, carries -0.437



Molecular formula: C44H30BrDyF5N6O3
Method: DFT, wB97M-V/def2-TZVPD

Its total charge is -1. As for the spin multiplicity: 6. For the HOMO energy (alpha / beta), the calculation gives -5.32 / -5.29 eV. Its LUMO energy (alpha / beta) is 0.077 / 0.077 hartree. The frontier orbital gap (alpha / beta) comes out at 7.405 / 7.381 eV.

CARTESIAN COORDINATES (ANGSTROEM)
1 F -3.305 1.761 1.862
2 C -0.253 1.722 -5.111
3 H 4.128 -1.481 3.380
4 C -4.258 -2.202 4.345
5 H 7.875 1.574 -1.122
6 C 1.267 1.695 3.019
7 C 0.501 0.430 4.963
8 C -5.710 -2.852 1.995
9 C 4.227 0.687 1.593
10 N -0.090 -1.327 0.481
11 N 2.486 0.598 -2.876
12 C -0.725 0.309 -1.139
13 N -5.444 0.192 0.532
14 C 1.587 0.596 -3.991
15 N 4.235 0.708 -0.819
16 H -6.198 -3.060 0.991
17 F -4.880 0.767 -1.934
18 C -2.913 -0.399 -2.137
19 H -3.860 2.577 -0.544
20 C 1.309 -0.524 -4.739
21 H -3.816 -1.989 5.315
22 C -3.070 1.770 -0.635
23 C 6.820 1.388 -1.037
24 H 2.419 -1.800 -3.411
25 H 2.937 -2.078 2.264
26 C 3.090 -1.686 3.262
27 C -2.072 -0.110 0.985
28 H -0.065 2.426 4.498
29 N -6.016 -0.420 1.459
30 N 2.905 0.603 1.460
31 H -1.420 0.532 -6.513
32 F -1.708 -0.067 2.294
33 C 0.274 -0.519 -5.678
34 C -3.751 0.487 -1.265
35 H -1.625 -4.020 1.742
36 C -5.460 -1.500 2.327
37 H 1.487 3.152 -2.589
38 C -5.169 -3.826 2.784
39 C 4.749 0.849 -2.038
40 C -1.581 -0.395 -2.163
41 H 3.051 -1.676 -4.973
42 C -3.088 -1.187 0.589
43 H 0.780 3.931 -4.006
44 H 2.186 3.469 2.401
45 C 2.088 0.550 2.633
46 C -0.338 -2.387 1.252
47 C 3.790 0.681 -3.248
48 C 0.831 1.781 -4.245
49 C 0.516 1.586 4.174
50 C -0.579 0.550 -5.794
51 C -4.815 -1.172 3.554
52 H 0.549 3.727 2.652
53 H -4.619 -0.110 3.756
54 H 0.472 -2.841 1.773
55 H 0.012 -1.430 -6.194
56 C 1.372 3.064 -3.664
57 C -2.875 -2.478 0.829
58 C -0.581 1.836 -1.030
59 H 1.052 2.909 1.155
60 H 6.453 1.462 -3.143
61 C 1.236 2.989 2.264
62 C 6.270 1.162 0.228
63 C 2.101 -1.765 -4.473
64 C 1.309 -0.595 4.699
65 H -1.813 3.533 -1.407
66 C 6.058 1.238 -2.160
67 H 2.930 -2.518 3.927
68 O 4.300 0.703 -4.375
69 H 1.404 -1.393 5.387
70 C 4.950 0.782 0.268
71 H -0.843 2.618 -5.260
72 H 2.321 3.339 -4.094
73 C -0.859 -0.385 0.138
74 C -1.571 -3.019 1.317
75 Dy 1.750 0.546 -0.628
76 O 4.907 0.606 2.626
77 H -3.735 -3.137 0.585
78 C -4.049 -0.078 0.157
79 Br -3.950 -4.950 5.137
80 C 2.188 -0.523 3.546
81 F -0.972 -1.491 -2.673
82 H 1.562 -2.635 -4.820
83 O 0.616 2.402 -0.850
84 H -0.056 0.464 5.871
85 C -1.758 2.515 -1.104
86 C -3.063 1.041 0.740
87 C -4.489 -3.523 3.952
88 F -3.587 -1.252 -2.949
89 H -5.116 -4.871 2.481
90 H 6.793 1.362 1.188

Results of the Mulliken charge analysis, in e, for atoms 1 through 6: number 1, F, carries -0.510; number 2, C, carries -0.685; number 3, H, carries 0.388; number 4, C, carries -0.566; number 5, H, carries 0.433; number 6, C, carries 1.453